{
  "formula": "C6H12O",
  "method": "wB97M-V/def2-TZVPD",
  "gap_ev": 9.06,
  "de_lowest_kcal_mol": 104.2,
  "e_lumo_ev": 0.687,
  "homo_ev": -8.37,
  "elements": ["C", "C", "C", "C", "C", "C", "O", "H", "H", "H", "H", "H", "H", "H", "H", "H", "H", "H", "H"],
  "xyz": [[-0.984, -1.300, 1.299], [0.450, -1.067, 0.815], [0.728, 0.320, 0.262], [0.461, 1.426, 0.951], [1.245, 0.428, -1.175], [-0.072, 0.239, -1.871], [-0.268, -1.060, -2.014], [-1.699, -1.236, 0.471], [-1.285, -0.560, 2.049], [-1.077, -2.293, 1.755], [0.691, -1.818, 0.057], [1.142, -1.231, 1.648], [-0.010, 1.396, 1.931], [0.693, 2.411, 0.557], [-1.309, 2.470, -0.587], [2.009, -0.325, -1.414], [1.636, 1.435, -1.353], [-1.161, 1.937, -1.093], [-1.189, -1.174, -2.290]],
  "forces_ev_per_angstrom": [[-0.1, 0.0, 0.0], [0.1, -0.1, 0.0], [0.0, 0.2, 0.4], [0.2, -0.2, 0.0], [0.0, 0.0, 0.0], [0.3, -0.3, -0.2], [-0.2, 0.1, 0.0], [0.1, 0.0, 0.1], [0.1, -0.1, -0.1], [0.0, 0.2, -0.1], [0.0, 0.1, 0.1], [0.0, 0.0, 0.0], [0.2, -0.1, 0.0], [-0.1, -0.2, 0.0], [-0.2, 0.2, -0.2], [-0.2, 0.0, 0.1], [-0.1, -0.2, 0.0], [-0.3, 0.4, 0.1], [0.2, -0.1, -0.2]]
}

{
  "formula": "C3H6O",
  "method": "wB97M-V/def2-TZVPD",
  "gap_ev": 11.02,
  "de_lowest_kcal_mol": 134.1,
  "e_lumo_ev": 1.037,
  "homo_ev": -9.99,
  "elements": ["C", "C", "C", "H", "H", "H", "H", "H", "H", "O"],
  "xyz": [[0.100, 1.071, -0.203], [-1.065, 0.052, 0.221], [1.015, -0.195, 0.251], [0.242, 1.066, -1.478], [0.262, 2.339, 0.227], [-1.093, -0.115, 1.581], [-2.223, 0.014, -0.286], [2.227, -0.314, -0.273], [1.114, -0.232, 1.528], [-0.104, -1.041, -0.364]],
  "forces_ev_per_angstrom": [[1.1, 1.3, -1.1], [-0.3, -1.0, 0.4], [1.4, 1.0, -0.2], [-0.8, 0.2, 3.9], [-0.6, -4.3, -1.1], [-0.1, 0.6, -4.4], [3.6, 0.1, 1.5], [-4.1, 0.1, 1.5], [-0.5, -0.3, -3.8], [0.2, 2.2, 3.2]]
}